# 1
{
  "formula": "C3BrF3O2",
  "method": "ωB97M-V/def2-TZVPD",
  "species": ["C", "C", "C", "O", "O", "F", "F", "F", "Br"],
  "xyz": [[0.55, 1.03, 0.90], [0.30, -0.45, 0.56], [-0.66, -0.63, -0.64], [0.52, 1.66, 1.89], [0.81, -1.42, 1.04], [-0.92, 0.40, -1.39], [-1.91, -0.96, -0.26], [-0.19, -1.65, -1.34], [1.50, 2.01, -0.76]],
  "nbo_charge": [0.515, 0.386, 0.892, -0.396, -0.372, -0.291, -0.317, -0.293, -0.125],
  "orbital_gap_ev": 9.265,
  "charge": 0,
  "relative_energy_kcal_mol": 0.00,
  "smiles": "O=C(Br)C(=O)C(F)(F)F",
  "e_tot_ev": -85399.5485
}

***

# 2
{
  "formula": "C3BrFN2",
  "method": "ωB97M-V/def2-TZVPD",
  "species": ["C", "C", "C", "N", "N", "F", "Br"],
  "xyz": [[-0.19, 1.32, -0.26], [0.57, -1.46, -0.16], [-0.73, 0.21, 0.41], [0.34, 2.13, -0.86], [1.23, -2.34, -0.45], [-0.66, 0.16, 1.78], [-2.56, -0.24, -0.15]],
  "nbo_charge": [0.101, 0.196, 0.327, -0.125, -0.397, -0.289, 0.187],
  "orbital_gap_ev": 9.363,
  "charge": 0,
  "relative_energy_kcal_mol": 56.12,
  "e_tot_ev": -78846.3791
}

***

# 3
{
  "formula": "C3Cl4N2",
  "method": "ωB97M-V/def2-TZVPD",
  "species": ["C", "C", "C", "N", "N", "Cl", "Cl", "Cl", "Cl"],
  "xyz": [[1.53, 0.23, 0.83], [0.25, 0.44, 0.26], [-0.40, -0.75, -0.42], [2.57, 0.06, 1.29], [-0.22, 1.62, 0.37], [0.64, -2.19, -0.32], [-1.96, -1.11, 0.38], [-0.69, -0.36, -2.14], [-1.72, 2.04, -0.24]],
  "nbo_charge": [0.222, -0.138, -0.116, -0.288, -0.195, 0.087, 0.024, 0.024, 0.381],
  "s2": 2.0144,
  "orbital_gap_ev": [7.342, 6.525],
  "spin_multiplicity": 3,
  "charge": 0,
  "e_tot_ev": -56174.9315
}

***

# 4
{
  "formula": "C3ClF3",
  "method": "ωB97M-V/def2-TZVPD",
  "species": ["C", "C", "C", "F", "F", "F", "Cl"],
  "xyz": [[-1.19, -0.75, 0.46], [1.00, 0.57, 0.70], [-0.32, 0.51, 0.05], [-0.61, -1.77, 0.00], [-0.98, 1.65, 0.06], [-0.04, 0.17, -1.31], [2.15, -0.38, 0.04]],
  "nbo_charge": [0.459, -0.074, 0.351, -0.267, -0.278, -0.364, 0.174],
  "orbital_gap_ev": [7.483, 7.284],
  "charge": 0,
  "relative_energy_kcal_mol": 99.63,
  "e_tot_ev": -23778.5106
}

***

# 5
{
  "formula": "C3ClO4",
  "method": "ωB97M-V/def2-TZVPD",
  "species": ["C", "C", "C", "O", "O", "O", "O", "Cl"],
  "xyz": [[-1.34, 0.53, -0.13], [1.46, -0.23, -0.06], [-0.34, -0.44, 0.17], [1.93, -1.20, -0.58], [-2.04, 1.17, -0.85], [1.78, 0.85, 0.35], [-1.08, 0.38, 1.16], [-0.90, -2.11, 0.12]],
  "nbo_charge": [0.744, 0.856, -0.078, -0.688, -0.583, -0.698, -0.474, -0.080],
  "orbital_gap_ev": 8.507,
  "charge": -1,
  "relative_energy_kcal_mol": 0.00,
  "smiles": "O=C([O-])[C@@]1(Cl)OC1=O",
  "e_tot_ev": -23824.0280
}

***

# 6
{
  "formula": "C3DyFO3",
  "method": "ωB97M-V/def2-TZVPD",
  "species": ["C", "C", "O", "F", "O", "C", "O", "Dy"],
  "xyz": [[-2.76, 0.35, 0.09], [-1.56, 0.33, -0.06], [-0.29, 0.29, -0.19], [-4.04, 0.31, 0.28], [0.20, -2.52, 0.02], [0.84, -1.55, -0.11], [1.91, -1.01, -0.02], [1.91, 1.58, 0.19]],
  "lowdin_spin": [0.000, 0.001, 0.059, 0.000, 0.001, 0.008, 0.056, 5.875],
  "s2": 12.0221,
  "orbital_gap_ev": [6.529, 5.130],
  "spin_multiplicity": 7,
  "charge": 1,
  "relative_energy_kcal_mol": 1.70,
  "e_tot_ev": -36043.5081
}